Record 1
C7H7Br2O4 | ωB97M-V with the def2-TZVPD basis set

```
20
Properties=species:S:1:pos:R:3:forces:R:3:mulliken_charge:R:1
C 1.782466 0.922570 -0.122733 1.111 2.436 -9.518 -0.754
C 1.357262 0.519860 1.048449 -2.538 -3.744 11.969 -0.767
C -2.094382 -1.370228 0.355007 2.326 1.722 -0.457 0.305
C 0.879752 0.869943 -1.346383 0.005 3.163 0.915 0.319
C 0.070361 -0.197210 1.364917 0.803 -1.478 -0.729 0.222
C -0.510507 0.246352 -1.068468 1.427 0.453 2.112 -0.829
C -0.606878 -0.785257 0.046391 0.250 0.676 1.557 0.362
O -2.659227 -1.805488 -0.605962 -1.395 -1.296 -2.145 -0.679
O -2.425487 -1.180631 1.511488 -1.006 -0.079 2.265 -0.759
O 1.592650 0.261119 -2.383417 0.401 1.290 -1.150 -0.513
O -0.651092 0.651586 2.159668 -4.000 2.001 1.199 -0.572
Br -1.731809 1.673691 -0.640310 -0.552 0.544 0.101 -0.085
Br 0.517159 -2.349991 -0.388644 0.154 0.201 -0.294 -0.120
H 2.747970 1.325911 -0.148283 1.270 0.368 -0.931 0.506
H 2.034065 0.650928 1.986298 -1.438 0.121 -1.687 0.212
H 0.585841 1.982698 -1.735298 0.979 -2.313 0.625 0.204
H 0.201741 -1.013368 2.069034 0.722 -1.077 -0.565 0.490
H -0.830045 -0.074762 -1.975836 -1.250 -1.377 -2.533 0.679
H 1.384429 -0.648926 -2.432432 -0.283 -1.675 0.222 0.370
H -1.644266 0.321206 2.306506 3.012 0.067 -0.958 0.410
```
Forces are in eV/Å.

Computed properties:
HOMO energy (spin up / spin down) = -2.0 / -5.1 eV
spin multiplicity = 3
<S²> = 2.007
lowest unoccupied orbital energy (spin up / spin down) = 3.069 / 0.744 eV
molecular weight = 314.94 g mol⁻¹
total charge = -1
frontier orbital gap (spin up / spin down) = 0.1874 / 0.2147 Eh

---

Record 2
C6H32N2O8 | ωB97M-V with the def2-TZVPD basis set

```
48
Properties=species:S:1:pos:R:3:forces:R:3:mulliken_charge:R:1
N 1.479259 -2.679586 -0.606485 0.038 2.379 -2.111 -0.435
C 0.524404 -2.260719 0.325922 -0.075 2.098 5.925 -0.692
C -0.804283 -1.587643 -0.031385 1.854 0.111 -4.897 -0.871
N -0.669907 -0.160360 -0.460194 -1.739 -1.392 0.641 0.389
C -3.128471 0.782220 2.343794 1.037 -1.241 1.196 -1.855
C -1.830090 0.700458 1.594041 0.545 -2.320 0.900 1.122
C -1.955566 0.528755 0.059581 2.479 -0.259 1.324 0.898
C -1.908118 1.804060 -0.614428 -1.863 1.649 -4.537 -1.399
H 1.721167 -3.610235 -0.725142 0.076 -2.237 0.564 0.174
H 1.159973 -2.388995 -1.522058 0.287 0.149 -0.121 0.300
H 1.130580 -1.610054 1.225769 -1.798 -0.995 -2.486 0.085
H 0.138342 -2.981938 1.010365 0.232 -1.645 0.217 0.339
H -1.673241 -1.788727 0.547160 -0.088 0.055 1.445 0.709
H -1.154823 -2.094586 -1.004326 0.502 0.175 1.062 0.348
H 0.289597 0.230097 -0.278629 -1.842 -0.011 0.603 -0.006
H -3.691656 1.650427 2.212129 -0.955 1.403 -0.222 0.415
H -3.699087 -0.095169 2.199313 -1.124 -0.927 -0.936 0.456
H -2.907893 0.598769 3.394066 0.095 0.822 0.372 0.437
H -1.235504 1.558604 1.929777 0.085 -0.412 -0.577 -0.688
H -1.338123 -0.277580 2.044580 -0.534 2.028 -1.033 0.134
H -2.917958 0.013038 -0.151661 1.200 -0.434 -0.239 -0.394
H -1.254064 2.443003 -0.158709 2.525 1.483 0.985 0.262
H -1.601382 1.652199 -1.752670 -0.704 0.521 2.363 0.191
H -2.785426 2.483670 -0.609277 -0.249 -0.918 -0.021 0.389
H -4.030000 -1.416358 -1.670925 -0.104 -1.918 2.259 0.346
H -4.516493 -1.659852 -0.085206 1.770 -1.639 -3.338 0.333
O -4.029264 -2.134223 -0.922866 -1.769 3.486 1.064 -0.661
H 3.237096 1.076472 -1.512471 5.299 -4.194 1.195 0.325
H 2.839746 2.385854 -2.258689 1.210 1.502 -1.596 0.229
O 2.640075 1.670706 -1.723089 -6.547 2.934 0.288 -0.484
H 2.301568 -1.285647 3.900830 -0.602 0.624 -0.477 0.282
H 1.892808 0.142951 3.356118 -0.367 -1.500 0.070 0.310
O 1.627212 -0.817083 3.362986 0.957 0.934 0.473 -0.609
H 4.525363 -0.879674 -0.252259 0.230 0.051 0.065 0.243
H 3.104233 -1.055769 -0.733342 -0.237 -0.235 0.077 0.352
O 3.870944 -0.463278 -0.815089 -0.141 -0.335 -0.003 -0.717
H -0.178658 0.444150 -2.900310 -0.169 -0.053 0.525 0.346
H 0.654188 -0.022159 -4.047251 0.306 -0.415 -0.250 0.277
O 0.066258 0.684839 -3.796372 -0.195 0.334 -0.138 -0.671
H 2.366136 -2.737649 -3.327787 1.819 -2.563 -0.572 0.260
H 2.588270 -1.269763 -3.020776 4.500 4.043 1.037 0.277
O 2.018486 -1.914095 -3.174558 -6.115 -1.221 -1.177 -0.584
H -0.023125 2.696218 1.994859 -0.437 1.245 1.123 0.297
H 1.156397 3.277587 2.433703 -0.097 0.796 0.519 0.343
O 0.213125 3.425996 2.633184 0.239 -1.523 -1.143 -0.679
H 2.667493 2.157165 0.613527 -0.603 -0.177 0.546 0.285
H 1.377695 2.503373 0.054115 -0.404 0.003 -0.011 0.236
O 1.742709 2.280543 0.920152 1.470 -0.259 -0.954 -0.642
```
Forces are in eV/Å.

Computed properties:
relative energy (zero: lowest compared OMol25 entry of this formula, charge and spin) = 5.600 eV
HOMO energy = -8.3 eV
lowest unoccupied orbital energy = 0.154 eV
structure (SMILES) = CC[C@@H](C)NCCN.O.O.O.O.O.O.O.O
molecular weight = 260.33 g mol⁻¹
total charge = 0
frontier orbital gap = 0.3104 Eh

---

Record 3
C5H11P | ωB97M-V with the def2-TZVPD basis set

```
17
Properties=species:S:1:pos:R:3:forces:R:3:mulliken_charge:R:1
C 1.154353 -0.260797 -0.279586 0.740 0.130 2.037 -0.049
C 0.567204 0.630354 0.802547 -2.202 -1.727 -1.194 -0.519
C 2.244069 -1.322549 0.146484 -0.790 1.261 2.082 -1.030
C -2.361346 0.782896 -0.737742 -0.535 2.106 1.393 -0.917
C -1.989194 0.503893 0.729561 0.617 2.335 -0.795 -0.513
P 1.458774 1.577768 -0.369173 1.773 -0.219 -0.119 -0.170
H 0.448233 -0.503078 -0.989120 -1.330 -1.093 -1.528 0.480
H 0.659736 0.364756 1.807492 0.337 0.063 1.423 0.412
H 1.966421 -1.722072 1.217751 0.403 0.458 -2.120 0.220
H 3.193697 -0.768773 0.307478 -0.404 -0.483 -0.189 0.268
H 2.426528 -2.146844 -0.535762 -0.260 0.059 -0.119 0.314
H -2.273988 0.014386 -1.433100 -0.011 -1.751 -0.851 0.341
H -1.760858 1.586436 -1.167784 0.548 0.060 0.329 0.254
H -3.363681 1.291400 -0.857276 0.534 -0.998 0.456 0.316
H -2.164442 -0.409979 1.233361 0.211 -1.292 -0.224 0.335
H -2.420811 1.284464 1.396277 0.919 -0.188 -0.486 0.265
H 2.756635 1.167546 0.196248 -0.550 1.282 -0.094 -0.009
```
Forces are in eV/Å.

Computed properties:
relative energy (zero: lowest compared OMol25 entry of this formula, charge and spin) = 4.612 eV
HOMO energy (spin up / spin down) = -8.3 / -8.1 eV
lowest unoccupied orbital energy (spin up / spin down) = 0.095 / 0.374 eV
molecular weight = 102.12 g mol⁻¹
total charge = 0
frontier orbital gap (spin up / spin down) = 0.3067 / 0.3116 Eh